Record 1
Formula: C9H14N4OS
Source: the Open Molecules 2025 dataset
Level of theory: ωB97M-V with the def2-TZVPD basis set

Last column: natural (NBO) charge in e.
Cartesian coordinates (Å):
C1 -3.927903 -1.030821 1.327323  -0.6105
C2 -4.703345 -0.216861 0.299034  -0.4008
C3 -3.860041 0.091381 -0.939773  -0.2219
N1 -2.708194 0.909443 -0.629543  -0.6214
C4 -1.457263 0.391667 -0.602892  0.7938
O1 -1.166017 -0.725119 -0.970350  -0.6429
N2 -0.496482 1.277564 -0.136029  -0.6337
C5 0.829527 0.950098 -0.088550  0.1988
N3 1.743079 1.769617 0.311458  -0.3155
N4 2.963107 1.239664 0.281090  -0.2846
C6 3.002169 0.023760 -0.135055  0.0473
C7 4.215479 -0.774607 -0.262435  -0.2960
C8 5.336562 -0.557981 0.724221  -0.3936
C9 5.494863 -0.091197 -0.680144  -0.3933
S1 1.415185 -0.624839 -0.560396  0.3963
H1 -3.575811 -1.959432 0.885466  0.2127
H2 -3.061721 -0.478932 1.686125  0.2031
H3 -4.559266 -1.267747 2.180039  0.2126
H4 -5.044092 0.719954 0.748208  0.1898
H5 -5.585755 -0.773288 -0.020162  0.2087
H6 -3.472901 -0.833558 -1.371621  0.2332
H7 -4.467802 0.609328 -1.688737  0.1956
H8 -2.885381 1.808510 -0.210574  0.3877
H9 -0.724151 2.221495 0.138336  0.4152
H10 4.040037 -1.781209 -0.618005  0.2276
H11 5.172470 0.188792 1.484472  0.2318
H12 5.888400 -1.425168 1.053362  0.2146
H13 5.437761 0.969584 -0.864898  0.2312
H14 6.157475 -0.630108 -1.339961  0.2145

Force components x, y, z for each atom (eV/Å):
-0.2 0.1 -0.1
0.3 -0.1 -0.1
-0.3 -0.1 0.0
-0.2 0.2 0.0
0.0 0.7 0.1
0.0 -0.4 -0.1
-0.4 0.1 0.0
0.5 -0.9 -0.2
-1.5 0.7 0.1
1.5 -0.3 0.1
-1.0 -0.2 -0.2
0.3 -0.2 0.0
0.0 -0.1 0.1
0.1 0.0 -0.1
0.7 0.7 0.3
0.1 -0.1 0.0
0.1 0.0 0.1
0.0 0.0 0.1
-0.1 0.0 0.0
-0.1 0.1 0.0
-0.1 0.1 0.0
0.1 -0.1 0.0
0.1 0.0 0.0
0.0 -0.1 0.0
0.1 0.0 0.0
-0.1 0.1 0.0
0.0 -0.1 0.0
-0.1 0.1 0.0
0.0 -0.1 0.0

Values from the calculation:
SMILES ... CCCNC(=O)Nc1nnc(C2CC2)s1
E_HOMO ... -0.311 hartree
Energy relative to the best compared isomer or geometry (same formula, charge and spin) ... 0.0 kcal per mole
HOMO-LUMO gap ... 0.335 Eh
Multiplicity ... 1


Record 2
Formula: C4H9OS
Source: the Open Molecules 2025 dataset
Level of theory: ωB97M-V with the def2-TZVPD basis set

Last column: natural (NBO) charge in e.
Cartesian coordinates (Å):
C1 2.024995 0.830314 -0.330847  -0.1004
O1 2.223692 0.279765 0.973523  -0.7520
C2 0.811677 0.234494 -0.991988  -0.2154
C3 0.126073 0.863652 -1.944202  -0.4243
H1 2.910987 0.573293 -0.916858  0.1592
H2 1.898504 1.903008 -0.182724  0.1673
H3 1.622526 -0.472467 1.097528  0.4901
H4 0.427942 -0.725816 -0.629888  0.2585
H5 -0.593882 0.406071 -2.607415  0.1997
H6 0.499975 1.834462 -2.280229  0.1573
C4 -1.981244 0.387993 0.723720  -0.7392
S1 -1.512825 -1.376895 0.674731  -0.7278
H7 -2.653828 0.612168 -0.109946  0.1734
H8 -2.597246 0.542600 1.618955  0.1779
H9 -1.127225 1.057932 0.742211  0.1757

Force components x, y, z for each atom (eV/Å):
-0.7 -0.9 0.7
0.1 -0.2 0.2
-0.5 0.3 -0.6
1.3 0.3 -0.5
0.1 0.4 -0.2
0.2 0.2 -0.4
-0.1 0.3 -0.1
0.2 0.0 0.0
-0.4 -0.2 0.5
-0.2 0.0 0.1
-0.8 -0.6 0.4
0.1 -0.2 0.1
0.3 0.2 -0.2
0.3 0.2 0.0
0.0 0.2 -0.1

Values from the calculation:
E_HOMO ... -0.088 hartree
Energy relative to the best compared isomer or geometry (same formula, charge and spin) ... 28.1 kcal per mole
HOMO-LUMO gap ... 0.228 Eh
Total charge ... -1
Multiplicity ... 1


Record 3
Formula: C46H54ClNO9P2SSiSn
Source: the Open Molecules 2025 dataset
Level of theory: ωB97M-V with the def2-TZVPD basis set

Last column: Mulliken charge in e.
Cartesian coordinates (Å):
Sn1 -1.333276 1.639994 0.507067  1.7900
O1 0.285867 1.948337 5.150368  -0.8305
C1 -0.355177 1.937596 4.087737  -0.4247
O2 0.089582 2.073166 2.918525  -0.2831
C2 -1.871404 1.725723 4.189328  0.3179
C3 -2.497966 1.534618 5.413103  -0.6553
C4 -3.869120 1.335235 5.431563  -0.2924
C5 -4.566222 1.335185 4.235136  -0.6649
C6 -3.862189 1.524248 3.052067  0.4622
N1 -2.549402 1.711662 3.046204  0.3462
C7 -4.555104 1.464272 1.682752  -0.1954
O3 -5.766972 1.213273 1.680505  -0.8015
O4 -3.825558 1.701347 0.678274  -0.4978
H1 -1.902394 1.555237 6.314966  0.5020
H2 -4.390885 1.175681 6.369159  0.3806
H3 -5.635246 1.183621 4.183964  0.5139
C8 3.869620 1.454948 -0.035778  -1.4627
C9 2.477392 0.844455 -0.197607  1.4964
C10 2.331170 0.215820 -1.584291  -1.2348
C11 2.236383 -0.205323 0.883364  -1.1826
O5 1.464003 1.836822 -0.050420  0.6024
Si1 1.421216 3.426491 -0.404851  0.1776
S1 -0.576175 4.033950 -0.094606  -1.1174
O6 2.537499 4.357420 0.370897  -0.3720
C12 2.647393 4.983130 1.647580  1.9536
C13 3.953531 5.784251 1.604142  -1.9738
C14 1.476734 5.933604 1.895856  -1.6179
C15 2.706235 3.931542 2.754414  -0.8637
O7 1.975284 3.486692 -1.942477  0.8018
C16 2.134571 4.535809 -2.880613  1.5109
C17 1.266104 4.181154 -4.087775  -1.6375
C18 1.720141 5.894207 -2.312974  -1.3218
C19 3.621896 4.569705 -3.249843  -1.7257
H4 4.642707 0.695584 -0.164866  0.5020
H5 3.961683 1.897043 0.955694  0.2258
H6 4.011299 2.243523 -0.775330  0.1218
H7 3.035386 -0.609148 -1.712108  0.3544
H8 2.495409 0.976627 -2.347586  0.1724
H9 1.313956 -0.164106 -1.694551  0.0158
H10 3.010924 -0.974299 0.871761  0.1904
H11 1.262669 -0.667388 0.717420  0.1164
H12 2.206623 0.279837 1.857449  0.2716
H13 3.925459 6.517604 0.795752  0.3782
H14 4.801764 5.118921 1.435376  0.3365
H15 4.100214 6.305784 2.551622  0.3853
H16 1.376627 6.632920 1.064027  0.2923
H17 1.624338 6.484210 2.826262  0.5010
H18 0.554536 5.362828 1.951075  0.2082
H19 3.657446 3.397544 2.724300  0.2649
H20 1.893906 3.215026 2.624169  -0.1752
H21 2.605805 4.398359 3.734863  0.5117
H22 0.233249 4.075673 -3.756084  0.3296
H23 1.580671 3.222844 -4.501130  0.2997
H24 1.326604 4.947225 -4.863452  0.4130
H25 0.682323 5.846725 -1.982400  0.2335
H26 1.838412 6.671053 -3.069923  0.5291
H27 2.338547 6.130677 -1.447930  0.1431
H28 3.936012 3.592860 -3.619801  0.2439
H29 4.204979 4.803268 -2.357407  0.2620
H30 3.814869 5.323324 -4.015922  0.4642
C20 -0.928901 -3.738566 -0.187195  -1.9367
P1 -1.260135 -1.888414 -0.401628  1.1405
C21 -2.217644 -2.084352 -1.954860  1.4422
C22 -3.358705 -2.870622 -2.111531  -0.6971
C23 -4.000073 -2.932909 -3.338472  -0.8758
C24 -3.503551 -2.230355 -4.427141  -0.5819
C25 -2.330472 -1.504843 -4.298738  -0.3941
C26 -1.691561 -1.435706 -3.069814  -0.8781
C27 -2.477701 -1.917544 0.972595  0.6706
C28 -3.859447 -1.842090 0.851217  -0.4576
C29 -4.665665 -2.045525 1.962514  -0.7591
C30 -4.102263 -2.287806 3.204074  -0.6586
C31 -2.721609 -2.273479 3.351199  -0.7373
C32 -1.918610 -2.085352 2.241627  -0.7440
P2 0.465329 -4.184952 -1.321067  -0.0371
C33 1.925401 -3.931287 -0.232167  0.8911
C34 3.106980 -3.546511 -0.861110  -0.6272
C35 4.280870 -3.390763 -0.138302  -0.5850
C36 4.286439 -3.622889 1.227953  -0.5178
C37 3.114111 -4.003487 1.865810  -0.8448
C38 1.943184 -4.157305 1.142015  0.0610
C39 0.291391 -6.018538 -1.192122  0.5517
C40 -0.840717 -6.573423 -1.794971  -0.4658
C41 -1.062693 -7.939381 -1.768507  -0.6250
C42 -0.147990 -8.781649 -1.150434  -0.4508
C43 0.995740 -8.245611 -0.580734  -0.6001
C44 1.218860 -6.875287 -0.605442  -0.4543
H31 -1.812393 -4.312866 -0.470101  0.8400
H32 -0.694427 -3.947000 0.855073  0.7572
H33 -3.757071 -3.430597 -1.273740  0.4425
H34 -4.898370 -3.530833 -3.441104  0.4033
H35 -4.038678 -2.246065 -5.367885  0.3353
H36 -1.927347 -0.963095 -5.142417  0.3742
H37 -0.792535 -0.845125 -2.961921  0.0519
H38 -4.312329 -1.606257 -0.101117  0.3444
H39 -5.739483 -1.986620 1.854683  0.3264
H40 -4.737175 -2.473705 4.061227  0.3705
H41 -2.277734 -2.399994 4.330736  0.3893
H42 -0.838771 -2.067599 2.360103  0.2695
H43 3.096654 -3.374326 -1.930737  0.3179
H44 5.188766 -3.080132 -0.640541  0.3702
H45 5.201491 -3.509690 1.795268  0.3593
H46 3.113317 -4.181928 2.933505  0.4015
H47 1.046747 -4.473546 1.658132  0.4575
H48 -1.550839 -5.917644 -2.288065  0.4322
H49 -1.953187 -8.351297 -2.227279  0.3830
H50 -0.324925 -9.849636 -1.118933  0.3474
H51 1.718401 -8.897908 -0.105188  0.3724
H52 2.117067 -6.474260 -0.155693  0.3437
Cl1 -5.007453 1.211708 -3.900205  -0.2760
C45 -3.934738 1.460455 -2.508032  0.5436
C46 -2.431197 1.514451 -2.883591  0.0717
O8 -2.092741 1.754529 -4.040963  -0.7379
O9 -1.675164 1.282386 -1.889081  -0.2781
H53 -4.108005 0.653980 -1.802199  -0.4456
H54 -4.212403 2.402815 -2.041680  0.3122

Force components x, y, z for each atom (eV/Å):
-0.4 -0.3 0.4
-0.1 0.0 0.3
0.3 0.0 -0.4
-0.2 -0.1 -0.1
0.1 0.0 0.0
0.0 0.0 0.1
0.0 0.0 -0.1
-0.2 0.0 -0.1
0.0 -0.2 -0.1
0.0 0.1 -0.2
-0.3 0.2 0.2
0.1 -0.1 0.0
0.6 0.1 -0.4
0.1 0.0 -0.1
0.0 0.0 0.0
0.0 0.0 0.0
-0.2 0.2 0.0
0.4 -0.5 -0.2
-0.2 0.2 0.1
-0.2 0.3 0.0
0.1 -0.2 0.4
-0.5 0.5 0.1
0.2 -0.1 -0.1
0.0 0.0 0.0
0.2 0.2 0.4
-0.1 -0.1 -0.1
0.0 -0.2 -0.2
0.0 0.0 -0.3
0.0 0.0 -0.2
0.1 0.2 -0.3
0.1 0.0 0.2
0.0 -0.3 0.1
-0.2 0.0 0.1
0.0 -0.1 0.0
0.1 0.0 0.0
0.1 0.0 0.0
0.0 0.0 0.0
0.0 0.0 -0.1
0.0 0.0 0.0
0.0 0.0 -0.1
0.0 -0.1 0.0
0.0 0.0 0.1
0.0 0.0 0.0
0.0 0.0 0.0
0.0 0.0 0.0
0.0 0.1 0.0
0.0 0.0 0.0
-0.1 0.0 0.1
0.1 0.0 0.0
-0.1 0.0 0.2
0.0 0.0 0.0
-0.1 0.0 -0.1
0.0 0.0 0.0
0.0 0.0 0.0
-0.1 0.1 -0.1
0.0 0.0 0.0
0.0 0.1 0.0
0.0 0.0 0.0
0.0 0.0 0.0
0.0 0.0 0.0
0.5 0.4 -0.4
-0.2 -0.8 0.1
0.1 0.2 0.0
0.0 0.0 0.0
-0.1 -0.1 0.1
0.1 0.0 0.0
0.0 0.0 -0.1
0.0 0.0 0.1
-0.1 0.3 -0.1
0.1 0.1 0.0
-0.1 0.1 0.0
-0.1 0.0 0.0
-0.1 0.0 0.0
0.0 0.0 0.0
-0.1 -0.3 0.4
0.0 0.0 -0.2
-0.1 0.0 0.0
0.1 0.0 0.0
0.0 0.0 0.0
0.0 0.0 0.1
0.1 0.0 0.0
0.1 0.0 -0.2
0.0 0.0 0.0
-0.1 0.0 0.0
0.0 0.0 0.0
0.0 -0.1 0.0
-0.1 0.0 0.0
0.0 0.0 0.0
0.0 -0.1 -0.1
0.0 0.0 0.0
0.0 0.0 0.0
0.0 0.0 0.0
0.0 0.1 0.0
0.0 0.1 0.0
0.0 0.0 0.0
-0.1 0.0 0.0
0.0 0.1 0.0
0.0 0.0 0.0
0.0 0.0 0.0
0.0 0.1 0.0
0.0 0.0 0.0
0.0 0.0 0.0
0.0 0.0 0.0
0.0 0.0 0.0
0.0 0.0 0.0
0.0 0.0 0.0
0.0 0.0 0.0
0.0 0.0 0.0
0.0 0.0 0.0
-0.3 0.0 -0.3
0.6 0.0 0.2
-0.4 0.1 -0.2
0.1 -0.1 0.2
0.2 0.1 0.5
0.0 0.1 0.0
0.0 -0.1 0.1

Values from the calculation:
E_HOMO ... -0.099 hartree
Energy relative to the best compared isomer or geometry (same formula, charge and spin) ... 13.4 kcal per mole
HOMO-LUMO gap ... 0.234 Eh
Total charge ... -2
Multiplicity ... 1


Record 4
Formula: C8H14
Source: the Open Molecules 2025 dataset
Level of theory: ωB97M-V with the def2-TZVPD basis set

Last column: natural (NBO) charge in e.
Cartesian coordinates (Å):
C1 -4.123949 -0.308103 0.571690  -0.6497
C2 -2.689566 -0.329288 1.007821  -0.1585
C3 -1.675536 -0.730474 0.261884  -0.2294
C4 -0.272974 -0.624915 0.692392  -0.2201
C5 0.726377 -0.420318 -0.154908  -0.1646
C6 2.170480 -0.199214 0.187031  -0.4335
C7 2.640215 1.158682 -0.387257  -0.3852
C8 2.830265 1.113424 -1.898560  -0.6135
H1 -4.397218 0.725688 0.318548  0.2203
H2 -4.772928 -0.444933 1.456578  0.2108
H3 -4.476050 -1.051383 -0.136268  0.2197
H4 -2.530652 0.081833 1.998293  0.1926
H5 -1.839066 -1.202044 -0.697917  0.2006
H6 -0.036293 -0.741493 1.753021  0.2004
H7 0.567898 -0.452704 -1.228057  0.1860
H8 2.224375 -0.103885 1.286053  0.2012
H9 2.922271 -0.940004 -0.079167  0.2098
H10 3.608405 1.432809 0.045002  0.1969
H11 1.958288 1.923517 -0.030780  0.2016
H12 3.336898 0.189983 -2.178843  0.2018
H13 3.334376 1.994057 -2.294527  0.2128
H14 1.859344 1.080890 -2.403609  0.1999

Force components x, y, z for each atom (eV/Å):
-0.8 0.5 1.5
-0.7 -0.1 -0.3
0.6 -0.4 0.4
0.1 -0.1 0.1
0.9 -0.9 -0.7
0.0 1.4 1.4
0.7 -0.3 0.2
-1.0 0.1 -0.1
0.1 -0.3 -0.6
0.3 -0.3 -0.1
0.4 0.2 -0.5
0.3 0.1 0.0
-0.2 0.2 -0.3
-0.2 0.4 -0.1
-0.5 0.2 -0.1
0.1 -0.2 -0.2
-0.4 -0.5 -0.4
0.0 -0.2 0.2
-0.3 0.3 -0.3
0.3 0.1 -0.1
0.2 -0.1 0.1
0.0 0.0 0.0

Values from the calculation:
SMILES ... C/C=C/C=C/CCC
E_HOMO ... -0.311 hartree
Energy relative to the best compared isomer or geometry (same formula, charge and spin) ... 29.5 kcal per mole
HOMO-LUMO gap ... 0.356 Eh
Multiplicity ... 1